# C39H93N15O43S5

20 unconnected molecules or ions with the total composition C39H93N15O43S5 in a non-equilibrium geometry (ωB97M-V with the def2-TZVPD basis set, the OMol25 dataset).

## Properties
**Highest occupied orbital energy**: -0.329 hartree
**M**: 1620.57 g/mol
**Spin multiplicity**: 1
**E_LUMO**: -0.52 eV
**HOMO-LUMO gap**: 8.44 eV

Cartesian coordinates (Å):
C 1.6480 5.6281 4.0722
N 1.2830 6.6309 3.0421
O 1.5068 7.8011 3.3704
O 0.7127 6.2733 1.9924
H 2.7360 5.5626 4.0763
H 1.2680 4.6379 3.8210
H 1.2205 5.8718 5.0448
C 0.2294 3.8766 -3.0347
N -1.3356 3.7378 -3.0038
O -1.9211 2.6463 -3.1897
O -1.9850 4.7200 -2.6894
H 0.4060 4.7920 -3.5994
H 0.7005 3.0707 -3.5973
H 0.5720 3.8607 -2.0000
C 1.0991 -6.5504 -1.9556
N 0.4995 -7.9170 -2.2815
O -0.1829 -8.5327 -1.4545
O 0.5714 -8.3494 -3.4232
H 1.4698 -6.1677 -2.9065
H 1.9824 -6.6674 -1.3279
H 0.3005 -5.8653 -1.6710
C -2.2320 4.5767 1.8521
N -3.5139 4.8811 2.5981
O -4.1933 5.7739 2.2326
O -3.8234 4.1844 3.5952
H -1.6091 5.4693 1.7949
H -2.4738 4.2098 0.8547
H -1.7401 3.7089 2.2915
C -3.2608 -0.3093 4.8940
N -2.2672 -1.0233 4.0932
O -2.2166 -0.8398 2.9012
O -1.5827 -1.8383 4.6779
H -3.5047 0.6083 4.3585
H -2.7988 -0.1083 5.8606
H -4.1324 -0.9624 4.9377
C 4.2386 2.7877 0.6138
N 4.2696 2.5290 -0.8423
O 5.1772 1.8410 -1.2680
O 3.4296 3.1669 -1.4607
H 5.1490 2.3975 1.0689
H 3.2965 2.5207 1.0926
H 4.4558 3.8527 0.6960
C 3.4738 -5.8298 1.8875
N 4.6086 -6.7934 1.6534
O 5.6638 -6.5739 2.2199
O 4.4184 -7.8022 0.9983
H 3.2220 -5.4197 0.9096
H 3.7969 -4.9720 2.4773
H 2.7125 -6.4803 2.3182
C -0.5315 7.9879 -3.6708
N -0.6168 7.6331 -2.2225
O 0.0407 6.6619 -1.8764
O -1.5102 8.1333 -1.5708
H -1.1755 8.8555 -3.8146
H -0.9744 7.1776 -4.2500
H 0.4868 8.2089 -3.9906
C 3.1352 -2.4044 -1.1640
C 4.3135 -1.8763 -2.0498
O 4.4908 -2.9736 -2.9856
S 4.2111 -4.4266 -2.2084
O 5.3003 -4.7183 -1.2621
O 3.8025 -5.5076 -3.0985
O 2.9926 -3.7611 -1.3295
H 2.2335 -1.8821 -1.4840
H 3.2399 -2.1569 -0.1077
H 5.1553 -1.7213 -1.3749
H 4.1026 -1.0088 -2.6752
C 3.4601 0.5161 -7.2938
C 2.8739 1.9366 -7.2181
O 2.1040 2.0775 -6.0709
S 2.5828 1.0109 -4.9320
O 1.4915 0.5229 -4.1065
O 3.7940 1.6264 -4.2479
O 3.0289 -0.1468 -6.1124
H 4.5427 0.5076 -7.4209
H 2.9533 -0.0036 -8.1069
H 2.0770 2.1841 -7.9193
H 3.6730 2.6779 -7.2087
C 3.6695 1.5808 3.9562
C 3.1651 0.2674 4.5421
O 1.7524 0.2514 4.2940
S 1.1100 1.8084 4.2426
O 0.4633 2.3491 5.4219
O 0.4023 1.9410 2.9539
O 2.6025 2.5081 4.0023
H 3.9993 1.4395 2.9269
H 4.5364 1.9132 4.5273
H 3.3297 0.1966 5.6172
H 3.6365 -0.5458 3.9902
C -6.1285 3.4105 -1.3840
C -4.6731 3.8929 -1.5156
O -4.0610 3.4244 -0.3591
S -4.6998 1.9494 0.0408
O -4.6692 1.7524 1.4586
O -4.1879 0.8723 -0.8417
O -6.1713 2.3872 -0.4666
H -6.5356 3.1040 -2.3476
H -6.6847 4.2734 -1.0178
H -4.6014 4.9759 -1.6165
H -4.1398 3.3783 -2.3148
C 7.0997 -3.5403 0.5084
C 8.0657 -3.0610 1.5923
O 7.2308 -2.2486 2.4640
S 5.6885 -1.9686 1.9361
O 5.4580 -0.5152 1.9313
O 4.6822 -2.8569 2.5803
O 6.1374 -2.4786 0.4551
H 6.6232 -4.4787 0.7923
H 7.6308 -3.6774 -0.4335
H 8.8581 -2.4299 1.1900
H 8.4355 -3.9660 2.0742
C 1.1790 0.9371 -0.5111
O 2.2872 0.3880 -0.5754
N 0.1247 0.3387 0.0779
C 0.2242 -1.0007 0.6211
C -1.1496 1.0684 0.2492
H 0.9176 1.9265 -0.9173
H -0.6781 -1.5850 0.4408
H 0.2710 -0.7516 1.6812
H 1.1238 -1.5277 0.3032
H -1.2301 2.0162 -0.2829
H -1.8790 0.3649 -0.1523
H -1.3363 1.2494 1.3078
C -7.2829 -1.2203 4.2720
O -6.8658 -0.0972 4.5719
N -7.1894 -1.6560 2.9658
C -6.3863 -0.9683 1.9715
C -7.5534 -3.0701 2.6550
H -7.7448 -1.9555 4.9491
H -7.0295 -0.5729 1.1854
H -5.5302 -1.5866 1.7017
H -5.9917 -0.0969 2.4941
H -7.8907 -3.0124 1.6201
H -6.6804 -3.7104 2.7811
H -8.3862 -3.3277 3.3094
C 4.1133 5.5633 -6.6300
O 4.9127 4.9011 -7.2920
N 3.8034 5.4807 -5.3061
C 2.7924 6.3753 -4.7820
C 4.5510 4.6082 -4.3976
H 3.4691 6.2496 -7.2011
H 2.3054 7.0124 -5.5202
H 3.1613 6.9249 -3.9160
H 2.1064 5.7440 -4.2171
H 3.8143 3.9634 -3.9184
H 5.2881 3.9420 -4.8460
H 4.9713 5.2596 -3.6313
C -0.4434 -5.2608 1.1441
O 0.4014 -6.1179 0.8389
N -1.4034 -5.3321 2.0978
C -1.5309 -6.3588 3.1751
C -2.5555 -4.3988 2.0739
H -0.6400 -4.3504 0.5571
H -0.8297 -7.1921 3.1290
H -2.5090 -6.8386 3.1406
H -1.5213 -5.8423 4.1349
H -2.8369 -3.8966 2.9995
H -2.4786 -3.5648 1.3763
H -3.4893 -4.9203 1.8636
C -6.1314 -0.5246 -3.4884
O -5.4873 -0.8762 -4.5213
N -7.2554 0.2488 -3.5074
C -8.0426 0.4464 -2.2855
C -7.7621 0.9255 -4.7395
H -5.7916 -0.8423 -2.4905
H -8.9895 -0.0928 -2.2593
H -8.2851 1.4951 -2.1137
H -7.4628 0.0738 -1.4411
H -8.7115 0.4597 -5.0039
H -8.0259 1.9728 -4.5922
H -6.9436 0.8904 -5.4584
C -0.8503 -2.7078 -2.5020
O -0.5461 -3.7015 -1.9082
N -2.1069 -2.1647 -2.4705
C -2.3274 -0.9478 -3.1390
C -3.2212 -2.7682 -1.7843
H -0.2009 -2.1966 -3.2295
H -2.8109 -1.2886 -4.0545
H -1.4439 -0.4550 -3.5446
H -2.9878 -0.2354 -2.6446
H -2.8820 -3.6066 -1.1759
H -3.6616 -2.0417 -1.1013
H -3.9683 -2.9570 -2.5551
C 0.9243 -3.8813 7.5336
O 0.9082 -4.1320 8.7478
N 1.8894 -3.1957 6.9460
C 3.1220 -2.9379 7.6475
C 1.7736 -2.6190 5.5787
H 0.0668 -4.0278 6.8587
H 3.0509 -2.0709 8.3043
H 3.9814 -2.7708 6.9980
H 3.5224 -3.7952 8.1887
H 2.7455 -2.3453 5.1679
H 1.3198 -3.3707 4.9329
H 1.1703 -1.7152 5.4944

Forces on the atoms, in the same order (eV/Å):
0.09 -1.24 -0.12
-1.36 1.19 -0.43
-0.18 -1.57 -0.89
1.32 0.54 1.87
-0.11 0.24 0.26
-0.08 0.36 -0.46
0.27 0.55 -0.24
-1.16 -0.38 -0.81
-1.19 -1.67 0.41
2.11 1.53 0.02
1.01 0.22 -0.35
-0.06 0.09 0.69
-0.58 -0.32 0.21
-0.14 0.43 -0.18
0.13 -0.33 -1.50
-1.84 -1.11 -0.01
1.21 1.36 0.09
0.87 0.84 0.14
-0.07 -0.35 -0.06
-0.68 -0.07 0.49
0.28 -0.47 0.67
-0.03 -0.76 -0.09
0.50 -2.66 2.41
-0.87 1.84 -1.31
1.18 0.67 -1.72
-0.21 -0.11 0.16
-0.37 0.64 0.06
0.02 0.44 0.62
-0.21 0.85 -0.06
0.33 -0.81 0.03
-0.12 0.34 -0.59
0.35 -0.19 0.24
-0.12 -0.10 0.14
-0.35 -0.16 -0.07
0.04 0.16 0.25
1.22 0.70 0.69
0.13 0.31 0.56
-0.92 0.43 -0.33
0.39 -0.71 -0.52
-0.43 -0.89 -0.07
0.17 -0.08 -0.38
-0.71 0.24 -0.09
0.39 -0.23 -0.66
0.43 -0.59 0.36
0.24 0.53 0.02
-0.48 0.82 0.03
-0.44 -0.44 -0.01
0.13 -0.62 0.31
-0.28 0.56 -0.19
-0.41 1.01 -0.28
-0.93 -1.73 -0.40
0.37 0.88 0.12
0.61 0.32 -0.05
0.23 0.02 0.07
0.25 -0.22 0.31
-0.07 -0.24 0.31
-0.35 2.93 -0.23
-0.58 -1.14 0.64
0.49 -2.01 0.39
0.99 0.51 0.79
-1.86 0.59 -1.84
0.41 2.83 1.50
0.51 -3.07 -1.13
-0.18 -0.38 -0.10
0.41 -0.08 0.00
0.33 -0.06 -0.70
-0.17 -0.06 0.37
-1.03 0.07 -0.45
0.41 1.03 -1.23
-0.79 -1.20 3.48
3.06 0.97 0.85
1.62 0.72 -1.81
-3.83 -2.54 -2.38
-0.48 1.17 2.52
-0.12 -0.01 0.24
0.38 -0.20 -0.05
0.83 -0.26 -0.99
-0.06 0.13 -0.19
0.62 -0.71 -0.16
-0.01 0.43 -0.04
-1.43 1.80 0.22
0.52 0.14 -2.84
1.46 -1.39 -1.37
1.23 -0.56 2.85
-1.54 0.09 0.95
-0.25 -0.01 -0.02
-0.24 0.41 0.11
0.08 -0.08 -0.03
-0.30 -0.17 0.19
-0.04 2.29 -1.45
-0.29 -0.94 -1.64
0.52 -1.78 2.39
0.75 -0.78 -1.56
0.00 0.52 -1.43
-1.23 2.66 1.84
0.51 -1.88 1.62
0.04 -0.15 0.04
-0.44 -0.31 0.22
0.19 -0.20 0.29
-0.29 0.42 -0.50
0.48 -0.09 0.78
-1.08 -0.21 -0.43
-1.06 0.15 1.03
1.09 -0.60 0.04
0.28 -3.14 -0.03
2.67 2.35 -1.63
-1.74 0.70 0.05
-0.11 0.12 -0.05
-0.57 0.35 -0.15
-0.07 0.02 0.24
0.16 0.47 0.55
0.21 -1.60 0.63
-0.47 1.02 -0.25
-0.03 1.60 -1.58
-0.06 0.82 1.10
0.27 -1.45 0.04
0.39 0.01 0.02
0.01 0.09 -0.20
0.10 -1.03 0.48
-0.28 0.32 -0.06
0.47 -0.15 -0.23
-0.50 0.42 0.17
-0.07 -0.09 0.04
1.19 1.83 -1.84
-0.65 -1.56 0.59
-0.48 -1.70 1.01
-0.13 0.80 1.54
0.04 2.01 0.12
-0.04 0.23 0.06
0.29 -0.42 -0.46
-0.20 -0.04 -0.62
0.10 0.07 -0.18
-0.03 -0.64 0.03
-0.18 -0.27 -0.12
0.15 -0.39 -0.13
-0.02 -0.76 -0.88
-0.33 0.23 1.29
1.06 0.27 -2.11
0.20 -1.10 1.64
-1.16 0.35 0.61
-0.12 0.37 0.39
0.22 -0.27 0.03
0.56 0.76 -0.36
-0.80 -0.07 -0.53
0.16 -0.06 0.23
-0.11 0.58 -0.41
0.38 -0.22 0.10
0.14 -1.42 -0.95
-1.18 1.67 1.38
-1.02 -0.10 1.41
-0.30 0.38 -0.61
-0.25 -0.04 -0.01
0.56 0.02 -0.27
0.39 0.57 -0.23
-0.22 0.12 -0.37
0.41 -0.06 0.08
0.94 -0.19 0.65
0.50 -0.34 -0.32
0.09 -0.44 -0.52
1.16 -0.60 -3.19
-1.74 1.15 2.79
-0.44 0.85 0.25
0.48 -0.26 0.03
0.54 -0.75 0.98
-0.29 0.10 0.00
-0.06 -0.18 -0.44
0.20 0.08 -0.09
0.03 0.15 0.04
0.30 -0.30 -0.63
0.31 0.13 0.61
-0.50 -0.37 -0.30
-1.92 0.85 -0.65
0.87 -1.42 0.95
2.39 -0.42 1.57
-1.02 0.46 -2.55
0.18 0.60 0.05
0.21 0.20 0.25
-0.75 0.79 -0.38
0.35 -0.04 0.73
0.24 -0.13 0.28
-0.18 -0.25 -0.53
-0.04 0.21 0.14
-0.24 -0.68 0.22
-1.21 0.48 2.17
0.04 -0.34 -1.72
1.98 1.02 -1.88
1.04 0.07 0.46
-0.44 -0.70 0.26
-0.08 -0.41 0.09
-0.06 -0.10 0.25
-0.44 0.37 -0.70
-0.82 -0.11 0.48
0.10 -0.47 0.28
0.02 0.07 -0.16
-0.21 -0.11 0.51